No. 1
{"formula": "C23H39Cl2N5O3PSc", "method": "ωB97M-V/def2-TZVPD", "species": ["O", "C", "C", "C", "H", "C", "H", "C", "H", "C", "H", "C", "H", "H", "C", "C", "H", "H", "H", "C", "C", "H", "H", "H", "H", "Sc", "Cl", "Cl", "C", "O", "N", "C", "C", "H", "H", "H", "H", "H", "H", "H", "H", "H", "C", "C", "N", "H", "C", "O", "H", "H", "H", "H", "C", "N", "C", "N", "C", "N", "C", "P", "C", "C", "H", "H", "H", "H", "H", "H", "H", "H", "H", "H", "H", "H"], "xyz": [[-0.27485, 2.24518, -2.89657], [0.20863, 1.87763, -3.95648], [1.06510, 2.70850, -4.86893], [1.70004, 3.85643, -4.36961], [1.59689, 4.10510, -3.31317], [2.43161, 4.65550, -5.25194], [2.94844, 5.53240, -4.86242], [2.51437, 4.34671, -6.61892], [3.06705, 5.00633, -7.29444], [1.87029, 3.20199, -7.10747], [1.94026, 2.94686, -8.16898], [1.15847, 2.37329, -6.22848], [0.65648, 1.46197, -6.57038], [0.03716, 0.82946, -4.27999], [-2.92646, 1.05473, -2.94770], [-2.62558, 0.00766, -1.96658], [-4.00138, 1.16906, -3.17764], [-2.40244, 0.82981, -3.89419], [-2.53870, 2.02484, -2.60998], [-3.27619, -1.05877, -1.55380], [-4.77018, -1.19256, -1.27245], [-2.77472, -2.02219, -1.34637], [-5.39585, -0.72262, -2.04046], [-5.02904, -0.72122, -0.31109], [-5.03209, -2.25655, -1.19748], [-0.69218, -0.08039, -0.56087], [0.18496, 2.05705, 0.02878], [0.41184, -0.87824, -2.48817], [-2.76960, 0.59383, 1.76644], [-1.97712, -0.12490, 1.07874], [-3.13086, 0.26818, 2.99760], [-2.71445, -0.97946, 3.64667], [-4.05339, 1.10379, 3.75750], [-3.19450, 1.52524, 1.36549], [-1.95771, -1.50742, 3.05555], [-3.59309, -1.62323, 3.80009], [-2.31438, -0.73542, 4.64065], [-4.24216, 2.02748, 3.20404], [-3.62183, 1.33733, 4.73720], [-4.99876, 0.57650, 3.93445], [-0.81161, -5.44903, 0.93350], [1.54621, -5.87008, -0.50741], [-1.02197, -4.74282, 0.12117], [1.08748, -5.12636, -1.16914], [0.23289, -4.21224, -0.41293], [-1.65467, -3.92897, 0.49041], [0.54824, -2.93333, -0.29658], [-0.23536, -2.05339, 0.18457], [1.87688, -4.54765, -1.66270], [1.53175, -2.64540, -0.68218], [-1.54138, -5.29223, -0.67175], [0.49411, -5.66592, -1.91591], [3.82776, -0.81985, 3.24913], [3.93560, 0.46089, 2.51473], [3.63812, 1.57935, 3.43356], [2.29043, 1.46245, 4.03789], [2.19636, 0.18430, 4.76511], [2.50581, -0.97930, 3.90045], [1.44766, -1.22949, 2.94546], [1.29013, 0.23503, 1.76115], [3.08977, 0.48766, 1.31970], [1.22356, 1.60590, 3.04704], [4.59610, -0.82890, 4.04066], [3.97777, -1.65096, 2.54579], [3.69568, 2.52229, 2.87457], [4.38093, 1.56120, 4.24521], [1.17455, 0.06852, 5.15907], [2.93153, 0.19548, 5.58540], [1.65928, -2.13307, 2.35982], [0.47998, -1.36945, 3.45592], [3.16777, 1.46077, 0.81358], [3.38557, -0.30654, 0.62558], [0.24139, 1.57876, 3.53880], [1.32759, 2.56254, 2.51167]], "forces_ev_per_a": [[0.990, 0.135, -1.551], [-0.310, -0.096, 0.773], [-0.260, 0.359, 0.194], [0.004, -0.115, -0.680], [0.048, -0.082, -0.274], [0.007, -0.056, 0.082], [-0.133, -0.150, -0.154], [-0.318, -0.278, 0.320], [-0.177, -0.301, 0.246], [0.051, -0.052, 0.183], [-0.067, 0.097, 0.391], [0.166, 0.202, 0.295], [0.210, 0.355, -0.007], [-0.007, 0.348, -0.151], [-1.202, 1.123, 0.264], [3.116, -0.554, 0.397], [0.072, 0.026, -0.125], [-0.149, -0.024, 0.442], [-0.197, -0.159, -0.243], [-1.674, -0.627, 0.366], [-0.126, -0.289, -0.662], [0.464, 0.583, 0.894], [0.000, -0.054, 0.099], [0.122, -0.126, -0.170], [-0.207, 0.209, -0.034], [-0.648, 0.084, -1.347], [-0.349, 1.527, -0.602], [0.916, -0.547, -0.438], [1.588, -1.421, -1.265], [-2.001, 1.393, 2.079], [-0.197, -0.134, 0.247], [-0.028, 0.098, 0.118], [-0.015, -0.061, 0.001], [0.174, -0.181, 0.089], [-0.287, 0.304, 0.044], [0.222, 0.132, -0.158], [0.013, -0.062, -0.268], [-0.009, -0.154, 0.176], [0.008, 0.064, -0.218], [0.132, 0.086, -0.140], [0.014, 0.157, -0.092], [-0.061, 0.119, -0.053], [-0.010, -0.073, -0.121], [0.179, 0.047, 0.287], [-0.122, -0.156, 0.084], [0.276, -0.164, -0.179], [-1.381, 1.514, 0.288], [1.159, -2.083, -0.292], [-0.240, -0.214, 0.060], [-0.144, -0.060, -0.029], [0.016, 0.179, 0.113], [0.081, 0.271, 0.070], [-0.838, 0.901, 0.209], [0.706, -0.008, 0.286], [-0.686, -0.774, -0.228], [0.292, 0.183, 0.563], [0.556, -0.116, -0.932], [0.580, -0.527, 1.172], [0.334, 1.044, -0.523], [-0.635, -1.023, -0.052], [-0.501, -0.182, 0.577], [0.260, -0.461, -0.388], [-0.215, -0.047, -0.344], [0.048, 0.185, 0.248], [0.044, -0.192, 0.184], [-0.202, 0.080, -0.233], [0.355, 0.021, -0.024], [-0.290, 0.042, -0.183], [-0.043, 0.067, 0.131], [0.296, -0.006, -0.108], [0.042, -0.294, 0.054], [0.120, 0.166, 0.032], [0.178, 0.104, -0.015], [-0.109, -0.301, 0.230]], "total_energy_ha": -3421.82304, "gap_ev": 5.9, "e_lumo_ev": 0.23, "max_force_ha_per_bohr": 0.062, "homo_ha": -0.20713, "de_lowest_kj_mol": 0.00}

***

No. 2
{"formula": "C23H39N6SSiTc", "method": "ωB97M-V/def2-TZVPD", "species": ["Tc", "N", "C", "C", "C", "N", "C", "C", "N", "C", "H", "H", "H", "H", "H", "H", "H", "H", "H", "H", "H", "H", "H", "H", "H", "H", "C", "C", "C", "C", "C", "C", "C", "C", "C", "S", "C", "N", "H", "H", "H", "H", "H", "H", "H", "H", "C", "N", "C", "C", "N", "C", "H", "H", "H", "H", "H", "H", "C", "Si", "C", "C", "H", "H", "H", "H", "H", "H", "H", "H", "H"], "xyz": [[0.13129, -0.09768, -0.11966], [1.97366, 3.53200, -0.67651], [0.75692, 4.24739, -0.11070], [0.56021, 3.90137, 1.36323], [-0.27520, 2.66004, 1.67410], [0.48103, 1.37229, 1.49966], [-1.57393, 2.65124, 0.87570], [-1.39011, 2.82345, -0.63104], [-0.96008, 1.53017, -1.27300], [-0.48924, 4.01799, -0.96981], [2.81304, 3.75752, -0.13435], [2.15752, 3.82873, -1.63878], [1.88750, 2.50982, -0.68387], [1.03659, 5.29792, -0.18501], [0.02701, 4.74890, 1.79948], [1.51929, 3.87252, 1.89057], [-0.53505, 2.72863, 2.73109], [0.19906, 0.75555, 2.26585], [1.47297, 1.50531, 1.69413], [-2.19413, 3.47358, 1.23930], [-2.13612, 1.73644, 1.08049], [-2.36486, 3.06635, -1.05533], [-0.45028, 1.71838, -2.13476], [-1.81371, 1.07199, -1.58769], [-1.10577, 4.90745, -0.82352], [-0.23797, 4.02970, -2.03556], [-3.32248, -0.68126, 0.21746], [-2.57134, -1.16993, 1.41925], [-3.31736, -1.62727, 2.52530], [-2.67614, -2.11226, 3.62555], [-1.26451, -2.18891, 3.63475], [-0.53601, -2.73032, 4.71780], [0.82871, -2.81640, 4.65847], [1.51470, -2.37429, 3.51417], [0.82809, -1.83343, 2.45063], [1.69559, -1.37139, 0.98141], [-0.58012, -1.72039, 2.49618], [-1.24240, -1.17763, 1.41459], [-4.07136, -1.42004, -0.07038], [-2.66465, -0.53737, -0.63619], [-3.86746, 0.23933, 0.43817], [-4.39716, -1.58790, 2.47766], [-3.23499, -2.45859, 4.48648], [-1.07548, -3.08249, 5.58755], [1.38672, -3.23652, 5.48363], [2.59164, -2.47284, 3.45928], [-0.81533, -4.96157, -2.60465], [-0.76901, -3.50371, -2.44387], [-1.22311, -2.58246, -3.35582], [-0.99552, -1.36091, -2.81299], [-0.41447, -1.52568, -1.56580], [-0.28841, -2.84274, -1.39364], [-0.33031, -5.23566, -3.53787], [-1.85005, -5.29496, -2.61454], [-0.28938, -5.42357, -1.77432], [-1.65422, -2.87018, -4.29971], [-1.20968, -0.39906, -3.24506], [0.14762, -3.31757, -0.53050], [3.65834, 0.77848, -0.68688], [2.23947, -0.05697, -1.62251], [1.78114, 0.97383, -3.13578], [2.74303, -1.73250, -2.22764], [4.44194, 0.03382, -0.52848], [3.41573, 1.14061, 0.31561], [4.11658, 1.58059, -1.27366], [2.67018, 0.99757, -3.77496], [1.50009, 2.01816, -2.97287], [0.99519, 0.50613, -3.73091], [3.67578, -1.61373, -2.78812], [2.00605, -2.15746, -2.91095], [2.93471, -2.43762, -1.41981]], "forces_ev_per_a": [[0.200, -0.139, -0.160], [0.047, -0.027, -0.023], [-0.039, -0.018, 0.026], [0.008, -0.004, -0.030], [-0.017, 0.004, 0.018], [-0.031, 0.019, 0.026], [0.021, 0.005, -0.036], [-0.016, -0.001, 0.036], [-0.040, -0.045, 0.062], [0.053, -0.024, 0.015], [-0.001, 0.003, 0.009], [-0.001, 0.004, -0.010], [0.002, -0.029, -0.003], [-0.013, 0.002, -0.006], [0.002, -0.003, 0.015], [-0.001, 0.005, -0.002], [0.008, -0.002, 0.006], [-0.015, 0.005, 0.007], [0.003, 0.030, -0.060], [-0.003, 0.001, -0.005], [0.004, 0.015, 0.011], [0.001, -0.007, -0.009], [0.005, 0.048, 0.006], [-0.001, -0.016, 0.018], [-0.002, 0.005, -0.001], [-0.006, 0.005, 0.004], [0.005, -0.010, 0.010], [-0.021, -0.012, 0.029], [0.022, -0.007, -0.020], [-0.001, -0.004, 0.013], [-0.021, -0.001, 0.001], [0.036, -0.002, 0.004], [-0.032, 0.003, 0.006], [-0.013, 0.010, -0.012], [-0.043, 0.029, -0.027], [-0.047, -0.046, -0.004], [0.059, 0.016, -0.030], [-0.012, 0.098, -0.015], [-0.010, 0.007, 0.002], [-0.003, -0.014, -0.014], [0.011, 0.008, -0.008], [0.001, -0.006, 0.005], [-0.002, -0.003, -0.003], [0.002, -0.001, 0.001], [0.005, 0.001, -0.002], [0.001, -0.005, 0.016], [0.003, -0.016, -0.012], [0.008, 0.011, -0.005], [0.039, 0.007, -0.019], [-0.064, 0.008, 0.040], [0.055, 0.010, -0.057], [-0.068, -0.012, 0.041], [0.007, 0.002, 0.003], [0.000, 0.006, 0.002], [0.000, 0.001, 0.002], [-0.002, -0.007, 0.004], [-0.001, 0.002, -0.001], [-0.009, -0.002, 0.000], [-0.005, -0.003, -0.059], [-0.134, 0.072, 0.267], [0.039, 0.008, -0.021], [0.049, -0.034, -0.062], [0.000, 0.003, -0.008], [-0.004, 0.050, -0.010], [0.024, 0.000, 0.019], [-0.010, 0.010, -0.008], [-0.016, 0.031, 0.009], [-0.017, -0.011, 0.000], [-0.006, -0.020, 0.002], [0.003, 0.002, 0.001], [0.006, -0.013, 0.007]], "total_energy_ha": -1996.03044, "gap_ev": [8.1, 6.7], "e_lumo_ev": [-7.88, -9.63], "max_force_ha_per_bohr": 0.006, "homo_ha": [-0.58570, -0.59842], "s2": 3.777, "multiplicity": 4, "total_charge": 3}